The following is a DFT calculation (wB97M-V/def2-TZVPD) of C21H29AsF6N4OS5Ti as an isolated structure.

The geometry in XYZ format:
```
68
Properties=species:S:1:pos:R:3:forces:R:3
Ti -0.582 0.389 -0.188 -0.10 0.47 1.07
S -0.528 -0.430 1.974 0.08 0.16 -0.20
C -2.107 0.089 2.556 0.00 -0.10 -0.05
C -2.312 0.391 3.899 -0.04 -0.04 0.01
C -3.564 0.797 4.325 -0.02 0.01 -0.03
C -4.612 0.903 3.415 0.05 -0.01 0.02
C -4.409 0.614 2.078 -0.04 -0.01 -0.03
C -3.151 0.212 1.638 0.07 -0.09 -0.04
S -2.841 -0.177 -0.052 0.23 0.18 -0.08
H -1.490 0.311 4.598 0.02 0.00 0.01
H -3.723 1.042 5.366 -0.01 -0.01 0.02
H -5.589 1.223 3.750 -0.02 0.01 0.01
H -5.214 0.718 1.363 0.00 0.00 -0.01
C 1.835 -1.591 -0.320 0.07 -0.03 0.06
N 1.776 -0.158 0.057 -0.28 -0.10 -0.33
C 2.509 0.585 -0.997 -0.01 0.08 -0.02
C 2.519 -0.041 1.343 -0.04 0.03 0.09
C 2.384 1.232 2.170 0.06 0.05 -0.08
N 2.641 2.474 1.458 0.13 -0.03 0.02
C 2.156 3.607 2.226 -0.03 0.02 0.05
C 4.060 2.644 1.187 0.00 -0.01 0.03
H 1.435 -1.729 -1.319 -0.02 -0.02 0.01
H 1.254 -2.186 0.384 0.01 -0.01 -0.01
H 2.876 -1.936 -0.311 0.00 0.00 -0.01
H 3.565 0.293 -0.971 -0.01 0.00 -0.01
H 2.415 1.654 -0.829 0.03 -0.01 0.02
H 2.110 0.329 -1.974 0.02 0.00 0.03
H 3.579 -0.215 1.115 -0.05 -0.06 -0.06
H 2.200 -0.881 1.964 0.00 0.11 0.10
H 3.103 1.114 3.004 -0.08 -0.02 0.06
H 1.392 1.281 2.617 0.00 0.05 -0.12
H 1.076 3.545 2.349 0.01 -0.01 0.02
H 2.623 3.657 3.224 0.01 0.02 0.00
H 2.383 4.533 1.698 0.00 0.00 -0.02
H 4.645 2.745 2.116 0.00 0.00 0.00
H 4.220 3.538 0.583 -0.02 0.01 0.01
H 4.456 1.795 0.634 0.00 -0.03 -0.04
N -2.214 -3.428 1.259 -0.04 -0.07 0.00
C -1.343 -3.860 0.320 -0.05 0.10 0.21
N -1.028 -3.179 -0.729 -0.01 -0.14 -0.31
C -0.220 -3.943 -1.566 -0.04 0.11 0.01
C 0.211 -3.561 -2.834 0.04 0.00 -0.02
C 1.023 -4.419 -3.555 0.01 -0.02 0.00
C 1.412 -5.655 -3.034 -0.01 0.03 0.00
C 0.974 -6.058 -1.784 0.00 0.05 0.01
C 0.156 -5.197 -1.068 0.01 -0.07 0.00
S -0.605 -5.450 0.481 0.02 -0.02 0.00
H -2.273 -3.882 2.151 0.02 0.04 0.01
H -2.554 -2.482 1.166 0.03 0.01 0.00
H -0.106 -2.614 -3.250 -0.01 0.01 0.03
H 1.351 -4.129 -4.544 0.02 0.00 -0.01
H 2.047 -6.309 -3.615 0.01 -0.01 -0.01
H 1.257 -7.021 -1.381 0.00 -0.03 0.00
F -0.447 -0.445 -1.980 -0.28 -0.15 -0.24
As -0.648 0.866 -3.377 0.10 -0.15 0.00
F -2.093 1.327 -2.566 0.00 -0.04 -0.05
F -1.502 -0.303 -4.267 0.07 0.03 -0.03
F -0.738 2.141 -4.490 0.04 -0.05 0.02
F 0.211 1.777 -2.147 -0.01 0.10 -0.10
F 0.847 0.273 -3.964 -0.03 0.05 -0.02
C -2.150 4.729 -2.385 0.00 -0.05 -0.07
O -1.384 3.921 -1.481 0.10 0.07 -0.01
C -1.973 3.466 -0.398 -0.04 -0.03 0.15
S -3.487 3.778 0.104 -0.02 -0.09 -0.07
S -0.847 2.536 0.633 0.08 -0.33 0.01
H -1.419 5.153 -3.067 -0.04 -0.01 -0.02
H -2.689 5.502 -1.840 0.04 0.01 -0.01
H -2.857 4.095 -2.919 -0.02 0.03 0.02
```
Forces are in eV/Å.

Summary:
Relative energy (zero: lowest compared OMol25 entry of this formula, charge and spin) in eV: 0.796
Spin multiplicity: 1
Gap between HOMO and LUMO in hartree: 0.263
DFT total energy in Eh: -6787.47745

Mulliken population analysis, charges in e, atoms 1 to 4: Ti 1.434; S -0.466; C 0.594; C -0.727

The following is a DFT calculation (wB97M-V/def2-TZVPD) of C4H8O2 as an isolated structure.

The geometry in XYZ format:
```
14
Properties=species:S:1:pos:R:3:forces:R:3
C -1.978 0.324 -0.468 -0.05 0.06 -0.03
C -0.937 -0.573 0.202 -0.02 -0.07 0.03
C 0.406 0.111 0.287 0.04 -0.02 0.04
O 0.524 1.253 0.773 0.07 -0.22 -0.14
C 1.573 -0.583 -0.146 -0.34 0.05 -0.23
O 2.737 0.474 -0.048 -0.08 -0.06 0.18
H -2.039 1.282 0.056 -0.01 -0.14 -0.09
H -2.964 -0.149 -0.452 0.14 0.07 0.00
H -1.714 0.524 -1.512 -0.03 -0.03 0.15
H -0.836 -1.532 -0.321 0.01 0.15 0.07
H -1.250 -0.800 1.229 0.07 0.04 -0.13
H 2.653 -0.388 0.650 0.21 0.18 0.03
H 1.647 -1.123 -1.081 -0.05 0.07 0.15
H 2.170 1.211 0.357 0.02 -0.08 -0.01
```
Forces are in eV/Å.

Summary:
Relative energy (zero: lowest compared OMol25 entry of this formula, charge and spin) in eV: 3.774
Spin multiplicity: 1
Gap between HOMO and LUMO in hartree: 0.355
DFT total energy in Eh: -307.57375

Mulliken population analysis, charges in e, atoms 1 to 4: C -1.087; C -0.326; C 0.892; O -0.761

The following is a DFT calculation (wB97M-V/def2-TZVPD) of a 2-piece molecular cluster, C2 overall.

The geometry in XYZ format:
```
2
Properties=species:S:1:pos:R:3:forces:R:3
C 0.000 0.000 1.288 0.00 0.00 -4.58
C 0.000 0.000 -1.288 0.00 0.00 4.58
```
Forces are in eV/Å.

Summary:
Relative energy (zero: lowest compared OMol25 entry of this formula, charge and spin) in eV: 6.983
Spin multiplicity: 1
Gap between HOMO and LUMO in hartree: 0.218
DFT total energy in Eh: -75.62088

How is the electron density shared among the atoms? According to Mulliken, the charges in e are: C 0.000; C 0.000

The following is a DFT calculation (wB97M-V/def2-TZVPD) of a 2-piece molecular cluster, C19H19Cl2N2S overall.

The geometry in XYZ format:
```
43
Properties=species:S:1:pos:R:3:forces:R:3
C -4.206 0.082 -3.142 -0.09 -0.12 0.13
C -4.112 0.884 -1.857 -0.01 0.13 -0.07
N -3.218 0.260 -0.907 -0.03 -0.29 0.10
C -3.173 0.757 0.465 -0.25 0.45 -0.11
C -1.958 0.038 1.025 0.06 -0.22 0.54
N -1.235 -0.496 -0.123 -0.72 -0.15 -1.87
C -2.022 -0.354 -1.171 0.13 0.80 1.97
S -1.588 -0.892 -2.745 0.30 -0.44 -0.10
C -2.850 -0.121 -3.787 0.11 0.12 -0.51
H -4.665 -0.892 -2.953 -0.01 0.09 0.07
H -4.849 0.625 -3.842 0.07 -0.11 0.03
H -3.765 1.907 -2.086 -0.09 -0.10 0.06
H -5.096 0.969 -1.377 0.22 -0.02 -0.18
H -3.018 1.845 0.473 -0.17 -0.05 -0.09
H -4.099 0.527 1.002 0.12 0.08 -0.13
H -1.311 0.719 1.588 -0.10 -0.17 0.06
H -2.283 -0.769 1.699 0.26 0.08 -0.12
H -2.935 -0.828 -4.621 0.02 0.32 0.04
H -2.437 0.824 -4.160 -0.17 -0.20 0.02
Cl 1.738 -5.218 3.658 0.04 0.07 -0.05
C 1.780 -3.796 2.713 -0.30 0.51 -0.52
C 0.883 -3.641 1.641 0.20 0.12 0.24
C 0.843 -2.431 0.972 0.04 -0.06 -0.16
C 1.795 -1.396 1.206 -0.11 -0.43 0.45
C 1.655 -0.225 0.422 1.17 -0.32 -0.03
C 2.470 0.945 0.395 0.16 0.84 0.12
C 2.341 1.805 -0.739 -0.14 -0.02 0.35
C 3.004 3.019 -0.822 0.13 -0.19 0.16
C 3.868 3.408 0.219 -0.41 -0.70 -0.15
Cl 4.670 4.913 0.139 0.01 -0.05 0.00
C 4.060 2.570 1.328 -0.23 -0.31 0.01
C 3.347 1.379 1.434 0.04 0.30 -0.31
C 2.790 -1.655 2.203 -0.29 -0.34 0.29
C 2.710 -2.786 3.012 0.17 0.50 -0.43
H 0.217 -4.454 1.367 0.02 0.21 0.17
H 0.055 -2.219 0.249 0.20 -0.15 0.13
H 0.852 -0.255 -0.314 0.00 -0.07 0.16
H 1.684 1.486 -1.549 0.12 0.16 0.17
H 2.868 3.677 -1.677 0.04 -0.17 0.16
H 4.756 2.871 2.110 -0.28 -0.04 -0.14
H 3.430 0.810 2.354 0.00 0.28 -0.22
H 3.629 -0.981 2.336 -0.23 -0.24 0.10
H 3.380 -2.912 3.860 0.00 -0.04 -0.33
```
Forces are in eV/Å.

Summary:
Spin multiplicity: 1
Gap between HOMO and LUMO in hartree: 0.203
DFT total energy in Eh: -2163.23722
Total charge: +1

Mulliken population analysis, charges in e, atoms 1 to 4: C -0.679; C -0.599; N 0.058; C -0.699

The following is a DFT calculation (wB97M-V/def2-TZVPD) of an isolated molecule of C3H4S2.

The geometry in XYZ format:
```
9
Properties=species:S:1:pos:R:3:forces:R:3
C 0.912 1.125 0.109 2.70 -0.98 0.00
C -0.297 0.373 0.198 -3.69 1.52 -0.25
C -0.539 -1.089 0.060 3.50 1.27 -5.67
S -1.641 1.352 0.021 0.68 -0.42 0.53
S 2.382 0.423 0.003 -0.33 0.11 0.06
H 0.897 2.200 0.027 -0.64 0.15 0.18
H -1.011 -1.689 0.693 -2.23 -1.64 3.38
H 0.436 -1.599 -0.187 -0.83 0.43 0.29
H -1.139 -1.097 -0.924 0.82 -0.43 1.48
```
Forces are in eV/Å.

Summary:
Relative energy (zero: lowest compared OMol25 entry of this formula, charge and spin) in eV: 1.473
Spin multiplicity: 1
Gap between HOMO and LUMO in hartree: 0.256
SMILES: CC(=S)C=S
DFT total energy in Eh: -913.00635

Mulliken population analysis, charges in e, atoms 1 to 4: C -0.329; C 0.444; C -0.969; S -0.208

Q: What is the spin multiplicity in the fifth record?
A: 1